ORCA calculation (ωB97M-V/def2-TZVPD) on a structure of composition C32H26IN2O5PRhS.

Geometry as ORCA input:
```
! wB97M-V def2-TZVPD RIJCOSX def2/J DEFGRID3
* xyz 1 5
Rh 1.507 -1.413 -0.933
C -1.821 -4.484 -1.464
C -1.760 -3.761 -0.166
N -2.768 -3.803 0.660
C -2.772 -3.188 1.834
C -1.681 -2.479 2.284
C -1.699 -1.889 3.678
O -1.464 -0.498 3.671
C -0.535 -2.351 1.446
C 0.565 -1.566 1.800
N 1.669 -1.349 1.041
C 2.744 -0.630 1.511
C 2.712 0.152 2.683
C 3.753 0.985 3.025
C 4.880 1.079 2.222
C 4.996 0.248 1.118
C 3.965 -0.611 0.794
I 4.287 -2.044 -0.768
C -0.563 -3.058 0.173
O 0.420 -3.063 -0.636
H -2.798 -4.940 -1.591
H -1.048 -5.251 -1.484
H -1.614 -3.807 -2.291
H -3.663 -3.310 2.434
H -0.892 -2.329 4.274
H -2.652 -2.122 4.164
H -2.242 -0.054 3.314
H 0.502 -1.080 2.763
H 1.838 0.135 3.314
H 3.673 1.578 3.922
H 5.675 1.768 2.467
H 5.894 0.262 0.517
O 3.155 0.085 -4.110
S 2.114 0.020 -3.149
O 2.482 0.462 -1.769
O 1.456 -1.314 -3.007
C 0.759 1.092 -3.593
C 0.604 1.587 -4.871
C -0.516 2.353 -5.161
C -1.449 2.620 -4.168
C -1.276 2.132 -2.886
C -0.163 1.348 -2.589
P 0.031 0.637 -0.925
C -1.701 0.251 -0.539
C -2.249 -0.776 -1.307
C -3.569 -1.145 -1.139
C -4.341 -0.516 -0.172
C -3.797 0.498 0.600
C -2.481 0.890 0.417
C 0.578 1.986 0.134
C 1.295 3.063 -0.388
C 1.804 4.025 0.464
C 1.592 3.932 1.832
C 0.874 2.867 2.353
C 0.385 1.884 1.514
H 1.359 1.369 -5.611
H -0.664 2.736 -6.158
H -2.321 3.217 -4.393
H -1.992 2.355 -2.109
H -1.623 -1.276 -2.038
H -4.006 -1.912 -1.761
H -5.369 -0.812 -0.025
H -4.407 1.009 1.328
H -2.071 1.703 0.994
H 1.454 3.137 -1.455
H 2.379 4.848 0.065
H 1.994 4.683 2.492
H 0.708 2.797 3.418
H -0.139 1.032 1.929
*
```

Values from the calculation:
Strongest force on any atom   3.51 eV/A
E_LUMO (alpha / beta)   -4.24 / -5.76 eV
Molecular weight   811.4 g mol⁻¹
Calculated total energy   -78048.1236 eV
HOMO-LUMO gap (alpha / beta)   0.2207 / 0.2100 Ha

***

ORCA calculation (ωB97M-V/def2-TZVPD) on a structure of composition C32H26N5O2PdS.

Geometry as ORCA input:
```
! wB97M-V def2-TZVPD RIJCOSX def2/J DEFGRID3
* xyz 1 5
Pd 0.025 -1.427 1.102
C 0.846 -3.468 -2.780
C 0.218 -2.977 -1.651
N 0.881 -2.243 -0.755
C 2.169 -1.971 -0.947
C 2.861 -2.380 -2.070
C 2.182 -3.164 -2.993
C 4.271 -1.979 -2.247
C 4.727 -0.734 -2.216
C 3.935 0.500 -2.019
C 4.564 1.646 -1.549
C 3.772 2.754 -1.316
N 2.459 2.758 -1.552
C 1.965 1.624 -2.050
N 2.626 0.497 -2.291
H 0.288 -4.067 -3.486
H -0.832 -3.152 -1.458
H 2.658 -1.356 -0.202
H 2.689 -3.517 -3.882
H 4.988 -2.785 -2.377
H 5.797 -0.582 -2.309
H 5.628 1.666 -1.358
H 4.199 3.670 -0.923
H 0.904 1.621 -2.284
S 1.592 -2.411 2.366
C -3.024 3.022 1.901
O -1.607 2.955 1.755
C -0.935 2.038 2.482
C -1.532 1.109 3.330
C -0.747 0.208 4.038
C 0.636 0.222 3.916
C 1.230 1.147 3.074
C 0.457 2.034 2.355
N 1.089 3.013 1.521
C 0.801 3.304 0.274
C 0.050 2.588 -0.658
C -0.441 3.331 -1.773
C -1.287 2.773 -2.679
C -1.650 1.414 -2.515
C -1.131 0.647 -1.510
C -0.214 1.190 -0.568
O 0.427 0.464 0.275
H -3.350 3.846 1.275
H -3.300 3.220 2.937
H -3.493 2.097 1.561
H -2.604 1.096 3.455
H -1.222 -0.500 4.704
H 1.247 -0.435 4.517
H 2.307 1.185 2.967
H 1.671 3.684 2.002
H 1.183 4.269 -0.045
H -0.149 4.371 -1.868
H -1.671 3.348 -3.510
H -2.339 0.966 -3.221
H -1.371 -0.405 -1.424
N -6.888 -4.255 1.264
C -5.812 -3.859 1.190
C -4.463 -3.352 1.099
C -4.251 -1.981 0.984
C -2.954 -1.487 0.919
C -1.885 -2.372 0.966
C -2.089 -3.738 1.065
C -3.384 -4.232 1.129
H -5.098 -1.308 0.950
H -2.804 -0.419 0.809
H -1.254 -4.427 1.093
H -3.561 -5.296 1.209
*
```

Values from the calculation:
Strongest force on any atom   1.67 eV/A
E_LUMO (alpha / beta)   -3.37 / -4.97 eV
Molecular weight   651.1 g mol⁻¹
Calculated total energy   -59455.3744 eV
HOMO-LUMO gap (alpha / beta)   0.2766 / 0.2217 Ha

***

ORCA calculation (ωB97M-V/def2-TZVPD) on a structure of composition C32H27Cl3F5N4O2STi.

Geometry as ORCA input:
```
! wB97M-V def2-TZVPD RIJCOSX def2/J DEFGRID3
* xyz -1 3
Ti -0.119 -0.526 0.047
C -2.991 0.740 0.768
N -1.801 1.335 0.163
C -2.059 1.863 -1.189
C -1.272 1.224 -2.305
C -1.672 1.386 -3.624
C -0.786 1.010 -4.622
C 0.448 0.475 -4.277
C 0.719 0.271 -2.935
N -0.129 0.637 -1.972
C -1.296 2.418 1.015
C -0.537 1.931 2.212
C -0.635 2.546 3.450
C 0.240 2.156 4.453
C 1.175 1.171 4.186
C 1.175 0.579 2.932
N 0.333 0.949 1.969
C -3.179 -0.711 0.431
C -4.435 -1.292 0.424
C -4.539 -2.669 0.335
C -3.368 -3.403 0.276
C -2.153 -2.745 0.245
N -2.046 -1.408 0.282
H -3.892 1.324 0.524
H -2.855 0.804 1.853
H -1.739 2.910 -1.208
H -3.131 1.856 -1.414
H -2.638 1.818 -3.849
H -1.055 1.137 -5.663
H 1.177 0.183 -5.019
H 1.623 -0.225 -2.609
H -2.105 3.101 1.319
H -0.556 2.971 0.430
H -1.370 3.325 3.605
H 0.195 2.623 5.428
H 1.885 0.841 4.931
H 1.854 -0.222 2.683
H -5.308 -0.658 0.512
H -5.504 -3.157 0.326
H -3.372 -4.483 0.246
H -1.220 -3.281 0.160
F 6.917 0.706 0.050
C 5.711 1.260 -0.168
C 4.554 0.512 -0.032
F 4.629 -0.774 0.324
C 3.326 1.107 -0.260
F 2.260 0.277 -0.114
C 3.150 2.442 -0.611
S 1.614 3.231 -0.896
C 4.354 3.152 -0.751
F 4.342 4.446 -1.107
C 5.599 2.592 -0.537
F 6.713 3.329 -0.686
C 0.219 -5.493 -2.459
C 0.673 -4.181 -3.111
C -0.110 -3.960 -4.412
C 2.171 -4.271 -3.429
C 0.429 -3.060 -2.190
C 0.258 -2.144 -1.404
H 0.385 -6.336 -3.136
H -0.843 -5.448 -2.213
H 0.769 -5.670 -1.535
H 0.070 -4.779 -5.115
H 0.192 -3.023 -4.882
H -1.180 -3.902 -4.208
H 2.370 -5.107 -4.105
H 2.747 -4.417 -2.515
H 2.519 -3.351 -3.901
Cl 2.867 -2.794 3.492
C 1.887 -3.668 2.259
Cl 1.676 -5.338 2.810
Cl 2.757 -3.663 0.731
C 0.517 -2.891 2.155
O -0.460 -3.344 2.727
O 0.655 -1.813 1.523
*
```

Values from the calculation:
Strongest force on any atom   1.08 eV/A
E_LUMO (alpha / beta)   2.18 / 2.18 eV
Molecular weight   780.9 g mol⁻¹
Calculated total energy   -128784.9181 eV
HOMO-LUMO gap (alpha / beta)   0.1945 / 0.2347 Ha

***

ORCA calculation (ωB97M-V/def2-TZVPD) on a structure of composition C32H27ClN9O5PtS.

Geometry as ORCA input:
```
! wB97M-V def2-TZVPD RIJCOSX def2/J DEFGRID3
* xyz 3 5
Pt 11.311 13.700 11.368
C 11.437 10.898 16.578
N 11.680 11.700 15.388
C 11.016 12.005 14.272
N 11.757 12.756 13.484
C 13.016 12.740 14.069
N 12.974 12.111 15.181
C 10.395 11.556 17.486
C 10.116 10.881 18.675
C 9.210 11.333 19.641
C 8.438 12.486 19.434
C 8.533 13.086 18.112
C 9.647 12.651 17.241
C 7.582 14.127 17.817
N 6.639 14.653 18.674
N 6.196 15.785 18.030
C 6.764 15.947 16.847
O 7.617 14.895 16.804
C 6.502 16.873 15.819
C 5.387 17.880 15.909
C 5.259 18.882 14.927
C 6.251 19.125 14.022
C 7.278 18.118 13.886
C 8.555 18.421 12.993
N 9.514 17.359 12.982
C 9.659 16.318 12.165
N 10.580 15.559 12.631
C 11.031 16.198 13.753
N 10.459 17.342 14.039
C 7.311 16.975 14.730
H 12.498 10.917 17.084
H 11.130 9.878 16.292
H 9.979 11.869 14.007
H 13.868 13.186 13.696
H 10.790 10.028 18.797
H 8.972 10.930 20.709
H 7.762 13.073 20.075
H 9.607 13.207 16.369
H 4.709 17.837 16.803
H 4.340 19.493 14.918
H 6.497 19.855 13.242
H 8.998 19.331 13.495
H 8.284 18.670 11.960
H 9.062 16.179 11.219
H 11.894 15.757 14.268
H 8.191 16.438 14.610
O 13.377 14.514 11.518
Cl 13.412 15.384 10.240
O 14.561 15.106 9.477
O 13.448 16.722 10.781
O 12.143 15.096 9.543
N 9.581 12.577 11.048
S 8.925 12.238 9.480
C 9.769 13.286 8.294
C 10.992 12.816 7.801
C 11.693 13.493 6.848
C 11.232 14.787 6.473
C 9.975 15.197 6.978
C 9.246 14.526 7.905
C 9.522 10.666 9.022
C 8.716 10.011 8.090
C 9.048 8.739 7.631
C 10.235 8.166 8.099
C 11.040 8.835 8.998
C 10.614 10.011 9.506
H 8.790 12.980 11.512
H 11.453 11.845 8.028
H 12.617 13.078 6.419
H 11.782 15.499 5.838
H 9.661 16.159 6.692
H 8.292 14.924 8.156
H 7.847 10.557 7.672
H 8.441 8.253 6.859
H 10.538 7.228 7.625
H 12.026 8.485 9.142
H 11.359 10.424 10.211
*
```

Values from the calculation:
Strongest force on any atom   6.87 eV/A
E_LUMO (alpha / beta)   -8.23 / -12.41 eV
Molecular weight   880.2 g mol⁻¹
Calculated total energy   -83831.3827 eV
HOMO-LUMO gap (alpha / beta)   0.2951 / 0.1466 Ha